The following is a quantum chemistry calculation of a molecular structure, H26O13 in a non-equilibrium geometry, from OMol25.

CARTESIAN COORDINATES (ANGSTROEM)
O -0.131036 2.218093 -1.526771
H 0.586510 1.864768 -1.000925
H -0.923545 1.956097 -1.058243
O 1.504096 2.057065 -0.458927
H 1.827714 2.726866 0.143459
H 1.527567 1.246036 0.048935
O 1.381512 -0.916466 -1.800714
H 1.067849 -0.522945 -0.986479
H 1.275466 -1.858529 -1.668390
O -2.483762 0.501772 -0.413926
H -1.865402 0.853031 0.226757
H -1.955856 -0.075639 -0.965426
O -1.086405 1.586761 0.357527
H -0.475626 2.310040 0.499093
H -1.840836 1.798649 0.907222
O -1.479538 -0.635701 -1.770991
H -2.121160 -1.129370 -2.281714
H -0.803365 -0.394273 -2.404030
O -0.557283 -2.574930 -1.463340
H -0.212695 -1.692454 -1.600237
H -0.971122 -2.539866 -0.600939
O 2.609978 0.601349 0.852531
H 1.852383 0.867795 1.373396
H 2.642084 -0.350805 0.945282
O 0.049019 -0.622453 1.734947
H 0.046535 -1.360641 2.344294
H -0.377316 0.087014 2.215693
O -1.261436 -1.918100 0.350852
H -2.217644 -1.910537 0.308052
H -1.062128 -1.822772 1.282200
O 0.992165 -2.172385 0.218025
H 0.164543 -1.957199 0.648093
H 1.665196 -1.861091 0.823296
O 0.850538 1.683569 1.710890
H 0.964040 2.341061 2.397225
H 0.199106 2.062605 1.120810
O 0.514577 -0.029393 -0.377654
H 0.203851 0.316387 0.459073
H -0.098576 -0.733407 -0.588949

Forces on atoms 1 to 3 (eV/Å):
-6.7367 1.9130 -5.6948
-1.8593 0.0534 -2.2749
-0.1907 0.3886 -2.6716

Energy above the lowest of the compared OMol25 structures with the same formula, charge and spin = 28.543 eV
HOMO level = -8.556 eV


The following is a quantum chemistry calculation of 13 unconnected molecules or ions with the total composition H26O13 in a non-equilibrium geometry, from OMol25.

CARTESIAN COORDINATES (ANGSTROEM)
H 1.071897 -0.204456 -1.417089
H 0.285985 -0.417667 -0.230354
H -1.605192 2.875063 -2.852842
H -1.300842 3.837163 -1.837772
H 1.107773 -0.179880 4.392675
H -0.042461 -0.271797 3.351499
H 0.480485 -2.634717 0.524595
H -0.609466 -3.711202 0.437103
H 1.326439 -2.467020 -3.928357
H 1.675003 -2.295579 -2.482232
H 0.968097 2.166595 1.479831
H 0.414793 0.731218 1.374662
H 1.979834 3.097674 0.490964
H 1.444737 4.302058 1.401209
H -2.875217 -0.841596 0.085233
H -1.564464 -1.616348 -0.588823
H -1.188192 -2.954769 2.925814
H -1.287426 -2.117701 1.679791
H 0.185089 1.573074 3.634113
H 1.137781 2.469034 4.375923
H -0.693716 0.577001 -5.110322
H -1.763049 1.183796 -4.155339
H -3.688442 1.804430 -1.104674
H -2.835026 1.246788 0.041452
H 3.046146 -2.599614 -1.033591
H 3.219287 -4.159494 -0.849227
O 0.903276 -0.878242 -0.738534
O -1.875467 3.764363 -2.581550
O 0.817960 -0.610516 3.573173
O 0.056298 -3.425763 1.043564
O 0.886093 -2.183434 -3.034147
O 0.637642 1.464483 0.813721
O 1.981068 3.440519 1.387546
O -2.098639 -0.793183 -0.562429
O -1.008648 -2.073415 2.609923
O 0.895394 2.273518 3.480190
O -0.967233 1.396594 -4.625483
O -2.792301 1.620070 -0.868956
O 3.674704 -3.387049 -1.101261

Forces on atoms 1 to 3 (eV/Å):
0.1230 -0.4974 -0.0187
-1.5876 1.2462 1.5662
-0.3048 0.1786 -0.3590

Energy above the lowest of the compared OMol25 structures with the same formula, charge and spin = 5.181 eV
HOMO level = -10.477 eV


The following is a quantum chemistry calculation of 13 unconnected molecules or ions with the total composition H26O13 in a non-equilibrium geometry, from OMol25.

CARTESIAN COORDINATES (ANGSTROEM)
H 1.008418 -0.029290 0.260250
H 0.123958 -1.173008 -0.208451
H -1.718823 3.544059 -1.509618
H -2.088106 3.372606 -2.973952
H 3.028305 -3.803991 0.768101
H 1.949725 -2.950173 0.121803
H -1.937209 -1.978295 3.127436
H -1.230783 -0.680278 3.482618
H -3.204013 1.688516 3.351052
H -2.143781 1.581240 2.267335
H -0.279367 2.083513 -1.673070
H 1.058023 2.223224 -0.964614
H 4.182356 -2.241424 1.019914
H 4.427542 -1.607197 2.379209
H 3.073837 3.970457 -0.083923
H 4.223414 3.833749 -1.068719
H 2.975818 -0.375091 -1.714691
H 3.392160 -1.783965 -1.325110
H -3.548501 -1.424658 -2.037857
H -4.864182 -2.162856 -1.853229
H -3.739979 -0.356654 0.474792
H -2.317980 0.001563 0.874342
H -1.180256 -2.805201 -2.834264
H -1.469324 -2.767791 -1.342593
H 0.416041 2.860636 1.724473
H -1.024618 2.612384 1.308641
O 0.687912 -0.464218 -0.537938
O -1.502885 3.024170 -2.291971
O 2.824040 -3.321725 -0.041025
O -1.230115 -1.392895 2.833644
O -3.049989 1.324527 2.471973
O 0.175710 1.850801 -0.855916
O 4.032617 -1.429979 1.518036
O 3.298746 3.593156 -0.941856
O 3.656180 -0.861335 -1.235459
O -4.025579 -2.211056 -2.325893
O -2.874857 -0.748867 0.638263
O -0.971565 -3.255832 -2.008207
O -0.132876 2.261176 1.206468

Forces on atoms 1 to 3 (eV/Å):
-0.0871 0.1051 -0.1529
0.0238 -0.0403 -0.0072
0.1858 -0.1164 0.0383

Energy above the lowest of the compared OMol25 structures with the same formula, charge and spin = 4.732 eV
HOMO level = -8.968 eV


The following is a quantum chemistry calculation of 13 unconnected molecules or ions with the total composition H26O13 in a non-equilibrium geometry, from OMol25.

CARTESIAN COORDINATES (ANGSTROEM)
O -2.421744 -0.583487 0.819128
H -2.307744 -0.511487 1.795128
H -2.919744 -1.366487 0.663128
O -1.329744 -2.067487 -1.827872
H -1.877744 -2.461487 -2.516872
H -0.492744 -1.782487 -2.243872
O -3.512744 -0.142487 -2.035872
H -4.392744 -0.506487 -1.833872
H -2.846744 -0.639487 -1.586872
O -0.075744 -3.270487 0.214128
H -0.557744 -2.794487 -0.487872
H 0.679256 -3.623487 -0.232872
O 1.931256 3.635513 1.489128
H 1.119256 3.188513 1.765128
H 2.397256 3.133513 0.787128
O 2.261256 0.505513 2.370128
H 3.144256 0.093513 2.299128
H 1.688256 -0.221487 2.308128
O 2.067256 -1.319487 -0.886872
H 1.347256 -0.848487 -0.487872
H 1.623256 -1.553487 -1.762872
O 0.565256 -1.536487 2.417128
H -0.402744 -1.482487 2.569128
H 0.552256 -2.118487 1.625128
O -1.211744 2.421513 -1.472872
H -2.050744 2.509513 -1.915872
H -1.337744 1.649513 -0.929872
O 0.057256 0.432513 -3.282872
H 0.979256 0.733513 -3.224872
H -0.374744 0.762513 -2.518872
O -0.253744 1.772513 1.979128
H 0.138256 1.256513 2.699128
H -1.150744 1.870513 2.221128
O 2.977256 1.805513 -0.088872
H 3.777256 1.295513 -0.209872
H 2.665256 1.362513 0.684128
O 0.029256 0.095513 -0.094872
H -0.667744 -0.378487 0.337128
H 0.185256 0.684513 0.600128

Forces on atoms 1 to 3 (eV/Å):
0.7352 1.0797 1.4990
-0.4361 -0.1499 -1.0641
-0.6574 -1.0935 -0.0491

Energy above the lowest of the compared OMol25 structures with the same formula, charge and spin = 1.996 eV
HOMO level = -9.618 eV


The following is a quantum chemistry calculation of 13 unconnected molecules or ions with the total composition H26O13, from OMol25.

CARTESIAN COORDINATES (ANGSTROEM)
O 4.685858 2.416376 1.319979
H 5.072348 2.446336 2.195169
H 4.808458 1.511056 1.034349
O -2.041412 -2.862794 3.441909
H -2.980342 -2.907334 3.261199
H -1.745132 -2.078294 2.980379
O 0.850378 3.072336 3.909789
H 1.528188 3.590166 4.344149
H 1.331698 2.499486 3.312789
O -4.817442 -0.747984 1.638689
H -5.584662 -0.440884 1.155679
H -4.097402 -0.206944 1.314559
O -3.942032 1.322486 -2.485911
H -3.383412 1.605806 -3.209721
H -4.093662 2.117266 -1.974471
O -0.260582 -0.059374 0.438329
H 0.557908 0.135686 -0.018021
H -0.747402 -0.616074 -0.169391
O 1.989038 -4.495964 1.346569
H 1.086708 -4.244654 1.149369
H 2.078928 -4.348494 2.288059
O -2.258992 -4.298864 -1.023391
H -3.073302 -3.942224 -1.378251
H -2.443412 -5.228154 -0.886831
O 1.600328 -1.878744 -2.970471
H 1.208028 -2.677154 -2.617081
H 2.108808 -2.175014 -3.725391
O 1.289038 5.163206 -0.631101
H 1.376808 5.201356 -1.583511
H 2.031358 4.632106 -0.342771
O -2.872512 4.220696 0.875299
H -1.961702 4.204216 0.581379
H -2.935712 3.499456 1.501439
O 5.722008 -1.843044 0.568569
H 4.873938 -2.248774 0.748559
H 6.362948 -2.519374 0.787669
O -0.811192 0.851966 -5.738541
H -0.141192 0.935706 -6.417011
H -0.371282 0.394446 -5.022011

Forces on atoms 1 to 3 (eV/Å):
-0.2218 0.2206 -0.0878
0.1264 0.0401 0.2059
0.0840 -0.2997 -0.1350

Energy above the lowest of the compared OMol25 structures with the same formula, charge and spin = 3.015 eV
HOMO level = -11.302 eV


The following is a quantum chemistry calculation of 13 unconnected molecules or ions with the total composition H26O13 in a non-equilibrium geometry, from OMol25.

CARTESIAN COORDINATES (ANGSTROEM)
O 2.434695 -0.505950 -2.112513
H 2.395890 0.240661 -1.566041
H 1.600726 -1.016485 -1.841871
O -3.069193 -1.828857 -0.598156
H -2.348350 -2.155044 -0.381127
H -3.730807 -2.337047 -0.103897
O -3.196248 0.655272 1.696811
H -2.594398 0.148810 2.088775
H -2.895983 1.505428 2.027077
O 0.781643 0.102444 1.581619
H 1.285970 -0.490609 0.868607
H 1.713052 0.416643 2.077756
O 3.352474 -0.275955 0.960284
H 3.535311 0.341280 1.669622
H 4.216797 -0.476063 0.637307
O 0.813474 -2.741925 -1.590488
H 1.228327 -2.305489 -2.298783
H 0.066096 -2.170412 -1.334386
O 1.863413 3.044616 -0.027041
H 1.793397 2.073311 -0.364156
H 1.747676 2.685475 0.848495
O -1.353293 1.916814 -3.535829
H -0.626956 1.380103 -3.700945
H -2.125665 1.554467 -3.760573
O -1.082907 -2.460269 1.924751
H -0.414582 -3.110290 1.811307
H -1.793194 -2.823384 2.463000
O -2.200881 3.711809 -1.189961
H -1.304362 3.782432 -1.323435
H -2.644449 2.910015 -1.535208
O 0.028830 2.496301 2.056034
H -0.618717 1.834570 1.662640
H -0.023831 3.346807 1.453806
O -1.107442 -0.783617 -1.689646
H -1.603512 -0.235101 -2.328128
H -1.217119 -0.472813 -0.769839
O 2.301901 -2.645284 2.215748
H 2.095521 -3.483784 1.847813
H 2.696695 -1.828878 2.160570

Forces on atoms 1 to 3 (eV/Å):
-1.6884 -2.4364 -0.7292
0.1384 1.7858 1.1793
1.9793 1.5137 -0.1650

Energy above the lowest of the compared OMol25 structures with the same formula, charge and spin = 6.904 eV
HOMO level = -10.879 eV


The following is a quantum chemistry calculation of 13 unconnected molecules or ions with the total composition H26O13 in a non-equilibrium geometry, from OMol25.

CARTESIAN COORDINATES (ANGSTROEM)
H -1.507685 -0.306235 0.322354
H -0.377366 0.701392 0.191560
H 3.377386 -0.717470 2.436591
H 2.253003 -1.525537 1.809829
H -0.954107 -1.629188 -1.026398
H -1.812940 -2.465595 -1.960673
H -0.216376 5.560672 2.487427
H 0.708575 4.356116 2.427831
H -0.839497 0.625160 -2.121533
H -2.033409 0.914288 -1.226535
H 2.394235 0.420276 -2.161711
H 3.368071 0.314906 -0.999565
H 2.204902 0.781128 0.885144
H 0.986569 0.000661 1.350525
H -1.948824 -1.079608 1.658921
H -3.234066 -1.414852 2.397707
H -4.590301 1.630978 -0.204996
H -4.850302 3.001489 -0.808434
H 2.024577 -3.007372 -1.873514
H 0.781880 -3.487524 -1.141942
H 1.926626 3.513796 -2.298503
H 2.247606 4.966934 -1.989627
H -0.984306 -3.965484 1.762125
H -2.488211 -4.103913 1.591398
H 1.254195 -1.517216 -0.483716
H 2.617706 -1.388059 -1.142655
O -1.335108 0.641150 0.281507
O 2.416906 -0.755351 2.365651
O -1.441817 -2.459323 -1.071169
O -0.002925 4.792497 1.945825
O -1.163528 1.253229 -1.466153
O 2.436417 0.208347 -1.222404
O 1.605029 0.076666 0.615188
O -2.538207 -1.814260 1.863624
O -4.214701 2.516212 -0.270376
O 1.742884 -3.561231 -1.136710
O 1.732784 4.412784 -2.587010
O -1.714755 -3.681578 1.201027
O 2.169080 -1.808884 -0.400609

Forces on atoms 1 to 3 (eV/Å):
-0.1048 -0.0323 0.1711
0.0227 0.2224 -0.0456
-0.0827 -0.2208 0.2565

Energy above the lowest of the compared OMol25 structures with the same formula, charge and spin = 12.836 eV
HOMO level = -7.346 eV


The following is a quantum chemistry calculation of 13 unconnected molecules or ions with the total composition H26O13 in a non-equilibrium geometry, from OMol25.

CARTESIAN COORDINATES (ANGSTROEM)
O 3.523491 0.881163 0.891313
H 2.816911 1.226159 0.393964
H 4.302292 1.471009 0.660009
O -0.189323 -0.698335 0.571751
H 0.186920 -1.467215 0.477079
H -0.886673 -0.767904 1.214320
O -0.284678 0.421980 -1.858802
H -0.951862 0.057615 -1.305803
H 0.221601 0.909366 -1.252545
O 0.310209 -1.841233 2.946769
H -0.131104 -2.498634 2.236785
H 1.157591 -2.342829 3.107481
O 1.461720 1.753039 2.110455
H 2.163518 1.626644 2.818110
H 1.663221 1.074323 1.529393
O -2.226637 0.488757 2.689930
H -1.668958 -0.203848 3.068508
H -2.819001 0.843784 3.238123
O 1.867252 -1.138807 -2.714604
H 1.777247 -0.527493 -2.111710
H 1.106098 -1.190101 -3.193370
O 1.857665 -3.382806 -0.006044
H 1.708618 -3.431349 -0.969103
H 2.306089 -2.649639 0.326091
O -1.865417 -2.306118 -2.217992
H -2.211836 -2.017902 -1.333518
H -1.128520 -1.604446 -2.253572
O 2.655128 2.505245 -0.896084
H 2.495850 3.017040 -0.148133
H 3.063024 3.103691 -1.590532
O -2.820468 0.009600 0.051764
H -3.384585 -0.278508 0.793533
H -3.334109 0.283545 -0.507159
O -3.075017 -0.316504 -2.454085
H -3.251787 -0.967236 -3.089273
H -2.668186 0.448798 -2.623495
O -1.586207 3.275857 0.373056
H -1.191371 2.709919 -0.224955
H -0.968693 3.523382 1.252359

Forces on atoms 1 to 3 (eV/Å):
3.5578 -0.4009 0.8943
-0.6092 0.6133 -1.3948
-1.5974 -1.2431 0.2976

Energy above the lowest of the compared OMol25 structures with the same formula, charge and spin = 6.998 eV
HOMO level = -10.115 eV